No. 1
A structure of composition C50H41N5O3RuS4. Source: OMol25; level of theory: ωB97M-V with the def2-TZVPD basis set.

Geometry as XYZ:
```
104
Properties=species:S:1:pos:R:3:forces:R:3
Ru -0.4016 0.2990 0.3414 -0.5097 0.6597 -0.5011
N 0.8943 -0.8024 -0.4910 -0.0525 -0.2190 0.0256
S 1.3200 -2.2122 -0.1980 -0.0171 0.0982 0.1366
N 0.4526 -3.1319 0.7976 0.1194 -0.1404 -0.1142
S -0.7323 -4.0982 0.5144 -0.0148 0.1368 0.1341
N -1.9382 -3.6398 -0.3318 -0.0075 -0.0579 -0.1496
S -2.6930 -2.2066 -0.0080 0.1235 0.1016 -0.0041
N -1.8963 -1.0102 0.1897 -0.2100 -0.1314 0.0767
C -3.7249 -2.5781 1.3959 -0.0167 0.0937 0.0022
C -4.9324 -3.2493 1.2761 0.0091 -0.0589 -0.0232
C -5.6539 -3.5319 2.4268 -0.0053 -0.0002 0.0147
C -5.1646 -3.1503 3.6684 0.0040 0.0277 -0.0182
C -3.9566 -2.4710 3.7694 -0.0376 0.0283 -0.0285
C -3.2305 -2.1717 2.6282 -0.0446 0.1202 0.0156
C -3.7620 -2.1641 -1.4213 0.0411 -0.0173 0.0452
C -4.2183 -3.3172 -2.0501 0.0182 -0.0281 -0.0100
C -5.0669 -3.1875 -3.1369 -0.0063 0.0018 -0.0022
C -5.4436 -1.9252 -3.5816 0.0080 0.0038 0.0095
C -4.9735 -0.7846 -2.9464 -0.0093 -0.0134 -0.0140
C -4.1255 -0.8980 -1.8551 -0.0115 0.0448 0.0429
C -1.1983 -4.5517 2.1557 0.0515 -0.0378 0.0128
C -2.3429 -5.3317 2.2759 0.0250 -0.0874 0.0088
C -2.7721 -5.6777 3.5441 0.0384 -0.0265 -0.0155
C -2.0601 -5.2487 4.6599 0.0217 -0.0124 -0.0130
C -0.9184 -4.4723 4.5183 -0.0243 -0.0181 0.0191
C -0.4748 -4.1123 3.2542 0.0164 0.0231 -0.0021
C -0.2023 -5.5899 -0.2687 0.0001 0.0847 0.0054
C -0.6491 -5.9237 -1.5364 -0.0174 0.0500 -0.0396
C -0.1660 -7.0881 -2.1150 0.0122 -0.0059 -0.0307
C 0.7379 -7.8876 -1.4299 0.0010 0.0032 -0.0114
C 1.1688 -7.5377 -0.1547 -0.0090 -0.0012 -0.0032
C 0.6973 -6.3802 0.4380 0.0293 0.0258 0.0542
C 2.8468 -2.2422 0.6946 -0.0153 -0.0106 -0.0046
C 3.3126 -3.4106 1.2913 -0.0073 -0.0132 0.0270
C 4.5043 -3.3638 1.9909 0.0027 0.0024 0.0035
C 5.1974 -2.1615 2.1064 -0.0107 0.0140 -0.0098
C 4.7058 -1.0038 1.5237 0.0295 -0.0102 0.0190
C 3.5215 -1.0371 0.8007 -0.0223 0.0132 -0.0553
C 1.5429 -3.0141 -1.7629 0.0312 0.0212 0.0593
C 0.6247 -2.6860 -2.7528 -0.0512 0.0452 -0.0031
C 0.7544 -3.2774 -3.9980 -0.0273 -0.0326 -0.0039
C 1.7837 -4.1796 -4.2365 -0.0042 -0.0275 0.0132
C 2.6904 -4.4963 -3.2339 0.0043 -0.0093 0.0009
C 2.5802 -3.9087 -1.9826 0.0109 -0.0347 0.0454
H -5.3201 -3.5372 0.3088 -0.0023 0.0035 -0.0106
H -6.6052 -4.0405 2.3492 -0.0031 0.0004 0.0029
H -5.7359 -3.3688 4.5608 -0.0053 -0.0005 0.0041
H -3.5887 -2.1604 4.7382 0.0012 0.0019 0.0025
H -2.3031 -1.6130 2.6830 -0.0090 -0.0062 -0.0072
H -3.9097 -4.2936 -1.7018 -0.0083 0.0097 -0.0072
H -5.4341 -4.0717 -3.6400 0.0032 -0.0010 0.0020
H -6.1062 -1.8329 -4.4316 0.0001 0.0025 0.0002
H -5.2643 0.1952 -3.2991 -0.0021 -0.0013 -0.0015
H -3.7423 -0.0203 -1.3505 0.0006 -0.0037 -0.0022
H -2.8906 -5.6509 1.3976 0.0069 -0.0078 0.0094
H -3.6611 -6.2814 3.6638 -0.0040 0.0030 -0.0011
H -2.4001 -5.5256 5.6491 0.0006 -0.0028 0.0044
H -0.3687 -4.1443 5.3905 0.0125 -0.0013 0.0104
H 0.4030 -3.4949 3.1223 -0.0093 -0.0023 0.0096
H -1.3579 -5.2905 -2.0501 0.0074 0.0237 -0.0216
H -0.5031 -7.3720 -3.1028 0.0026 -0.0002 0.0064
H 1.1026 -8.7980 -1.8866 -0.0014 0.0053 -0.0001
H 1.8587 -8.1747 0.3815 0.0004 0.0047 -0.0005
H 1.0025 -6.1105 1.4424 0.0077 0.0025 -0.0079
H 2.7485 -4.3311 1.2194 0.0032 -0.0034 -0.0021
H 4.8901 -4.2599 2.4577 -0.0015 -0.0003 -0.0013
H 6.1243 -2.1317 2.6636 0.0001 0.0010 -0.0003
H 5.2336 -0.0659 1.6292 -0.0045 0.0008 -0.0012
H 3.1190 -0.1370 0.3576 0.0086 -0.0116 0.0065
H -0.1522 -1.9580 -2.5557 0.0104 -0.0192 -0.0026
H 0.0610 -3.0207 -4.7877 0.0022 -0.0039 0.0069
H 1.8888 -4.6281 -5.2156 0.0010 0.0030 0.0058
H 3.5013 -5.1846 -3.4300 -0.0050 0.0011 -0.0004
H 3.3068 -4.1249 -1.2120 -0.0009 -0.0087 0.0048
C 2.9493 -2.2432 10.4689 0.0057 -0.0192 0.0111
C 2.3260 -1.8711 9.1557 -0.0319 0.0286 -0.0535
O 1.7945 -2.6322 8.3992 0.0025 -0.0160 0.0154
S 2.5105 -0.1034 8.8118 0.0112 0.0144 0.0258
C 1.8046 0.0120 7.2011 0.0026 -0.0003 -0.0013
C 0.5270 -0.4896 6.9370 0.0169 0.0023 -0.0020
C 0.0027 -0.3796 5.6703 -0.0029 -0.0070 -0.0273
C 0.7384 0.2515 4.6525 0.0306 0.0182 0.0270
C 2.0065 0.7863 4.9349 -0.0213 -0.0119 -0.0044
C 2.5346 0.6581 6.2027 0.0009 -0.0030 0.0048
C 0.2417 0.3246 3.3414 -0.1564 -0.1437 -0.0282
C -0.1544 0.3459 2.1758 0.2661 -0.0299 -0.1462
H 2.4582 -3.1328 10.8563 0.0025 0.0025 0.0023
H 2.8896 -1.4278 11.1877 0.0013 -0.0016 0.0016
H 4.0028 -2.4700 10.2958 0.0011 -0.0007 0.0016
H -0.0399 -0.9603 7.7257 -0.0014 -0.0035 0.0067
H -0.9833 -0.7656 5.4465 -0.0066 0.0013 -0.0003
H 2.5601 1.2749 4.1428 0.0025 0.0019 0.0157
H 3.5191 1.0465 6.4267 -0.0008 -0.0033 0.0017
O 2.9371 2.1964 1.2221 -0.0588 0.0277 -0.0477
C 2.0213 2.6237 0.5710 0.1327 0.1370 -0.0024
C 1.8746 4.0210 -0.0381 -0.0069 -0.0151 -0.0021
C 0.5323 4.0047 -0.7929 -0.0158 -0.0116 -0.0273
C 0.0370 2.6329 -0.4692 0.1484 0.0570 0.0792
O -1.0610 2.0392 -0.7406 0.0626 -0.5938 0.3800
N 0.8769 1.9084 0.2322 0.1506 -0.0276 0.0286
H 2.7295 4.2220 -0.6811 0.0000 -0.0068 0.0006
H 1.8956 4.7529 0.7684 -0.0025 0.0000 0.0001
H 0.6422 4.1072 -1.8731 -0.0091 0.0142 0.0002
H -0.1794 4.7612 -0.4649 -0.0012 -0.0047 0.0174
```
Positions in Å, forces in eV/Å.

Computed properties:
Gap between HOMO and LUMO (alpha / beta): 6.20 / 5.86 eV
Total charge: +2
Energy above the lowest of the compared OMol25 structures with the same formula, charge and spin: 0.0 kJ/mol

These are the Mulliken partial charges, in e, on atoms 1 to 8:
1. Ru 0.60
2. N -0.87
3. S 2.10
4. N 0.47
5. S 0.77
6. N 0.18
7. S 2.36
8. N -0.56


No. 2
A structure of composition B3F12Rb. Source: OMol25; level of theory: ωB97M-V with the def2-TZVPD basis set.

Geometry as XYZ:
```
16
Properties=species:S:1:pos:R:3:forces:R:3
Rb 29.9424 8.9520 -8.6530 -0.1412 -0.3511 0.0032
B 31.2708 10.6515 -10.8956 0.0098 0.2907 -0.1785
F 31.9130 9.4150 -10.9540 0.0876 -0.0014 -0.0079
F 29.8718 10.4357 -10.9107 -0.1574 0.1394 -0.3805
F 31.5577 11.2826 -9.6607 0.1744 0.0631 0.1487
F 31.6627 11.4776 -11.9621 -0.0669 -0.0786 0.0943
B 26.4409 8.0216 -8.3090 0.1114 -0.0974 0.2099
F 27.5068 8.3899 -7.4218 -0.1873 0.1829 -0.2212
F 26.0414 6.7216 -7.9603 -0.1991 0.1558 -0.1425
F 25.3818 8.9402 -8.1691 0.0137 -0.1195 0.1109
F 26.9032 8.0620 -9.6383 0.1467 -0.0165 0.1530
B 31.6597 6.3879 -7.8674 0.3592 -0.3804 -0.0532
F 30.4056 5.9507 -7.4279 -0.0429 0.1151 0.0575
F 31.9728 7.6321 -7.2578 -0.0005 0.0554 0.2050
F 32.6474 5.4399 -7.5292 -0.0694 0.1135 -0.0561
F 31.6239 6.5944 -9.2605 -0.0380 -0.0708 0.0572
```
Positions in Å, forces in eV/Å.

Computed properties:
Gap between HOMO and LUMO: 10.85 eV
Total charge: -2
Energy above the lowest of the compared OMol25 structures with the same formula, charge and spin: 0.0 kJ/mol

These are the natural (NBO) partial charges, in e, on atoms 1 to 8:
1. Rb 0.98
2. B 1.33
3. F -0.57
4. F -0.59
5. F -0.59
6. F -0.58
7. B 1.35
8. F -0.60


No. 3
A structure of composition C53H56AsN2O8RbSe at a distorted geometry. Source: OMol25; level of theory: ωB97M-V with the def2-TZVPD basis set.

Geometry as XYZ:
```
122
Properties=species:S:1:pos:R:3:forces:R:3
Rb -0.4868 -1.4354 -0.2946 -0.4582 0.6018 1.5331
C 0.3109 5.5363 2.6832 -0.1585 0.0816 -0.0377
C -1.0510 5.6128 1.9799 -0.0044 0.0291 0.0242
C -2.0824 6.1588 2.9698 0.1847 -0.1263 -0.1830
C -0.9421 6.5967 0.8060 0.0033 -0.0395 0.1745
C -1.4150 4.2314 1.4519 -0.2260 0.0672 0.2024
C -0.5356 3.5984 0.5867 -0.2098 -0.2942 -0.1455
C -0.8340 2.3623 0.0653 -0.1765 -0.0540 0.2052
Se 0.3317 1.5013 -1.1604 -0.0737 1.2328 -0.7693
C 1.9935 1.7755 -0.2588 -0.4005 -0.3971 -0.1739
C 2.7238 2.9369 -0.2778 0.0618 -0.1393 0.0746
C 3.8991 3.0088 0.4616 0.1292 0.1206 0.0179
C 4.3560 1.8222 1.0339 0.0277 0.2577 -0.0719
C 3.6835 0.6148 1.0065 0.0090 -0.1756 -0.0868
C 2.3586 0.6015 0.4740 -0.0985 0.5080 -0.0018
O 1.4923 -0.3169 0.5939 1.1779 -0.4838 0.7578
C 4.3968 -0.6254 1.5455 -0.0282 -0.0845 0.1598
C 4.5866 -0.5001 3.0675 -0.0073 -0.0511 -0.2091
C 5.7690 -0.7417 0.8584 -0.1529 0.0172 0.1801
C 3.6301 -1.9191 1.2562 -0.0161 0.0306 0.1710
C 4.6597 4.3077 0.6871 0.0426 0.0210 0.0269
C 4.7199 4.5712 2.1994 0.0336 0.0361 -0.1679
C 3.9644 5.5069 0.0380 0.1058 -0.2064 0.0914
C 6.0766 4.2030 0.1114 -0.1395 0.0748 0.0895
C -2.0429 1.6530 0.3512 0.4779 0.7084 0.2109
O -2.2423 0.5187 -0.1893 -0.7795 -0.3095 -0.1444
C -2.9311 2.3095 1.2669 -0.0869 -0.3366 -0.2308
C -2.5941 3.5536 1.7689 0.2462 0.3907 0.1695
C -4.2435 1.6186 1.6340 -0.0647 -0.0451 0.0023
C -5.0830 2.4187 2.6406 0.2190 -0.1733 -0.2243
C -5.0646 1.4172 0.3536 0.0808 -0.0704 0.0165
C -3.9409 0.2392 2.2371 0.0199 -0.0216 -0.1370
H 0.6088 6.5143 3.0623 0.0606 0.1562 0.0829
H 1.0763 5.1899 1.9963 0.1604 -0.0609 -0.0723
H 0.2714 4.8304 3.5090 -0.0070 -0.0810 0.1410
H -1.7554 7.1249 3.3571 0.0301 0.0858 0.0236
H -2.2035 5.4738 3.8056 -0.0700 -0.0437 0.1544
H -3.0466 6.2922 2.4833 -0.1553 0.0105 0.0048
H -0.6406 7.5821 1.1613 0.0497 0.2035 0.0362
H -1.8942 6.6881 0.2881 -0.1495 -0.0088 -0.0475
H -0.2068 6.2538 0.0855 0.1335 -0.0461 -0.1307
H 0.3986 4.0647 0.3061 0.0635 0.0533 -0.0277
H 2.3754 3.7702 -0.8683 -0.1057 0.1045 -0.0109
H 5.3156 1.8424 1.5330 0.1770 0.0338 0.1057
H 5.1821 0.3760 3.3183 0.0714 0.1179 0.0284
H 5.0886 -1.3809 3.4713 0.0655 -0.1270 0.0431
H 3.6180 -0.3999 3.5543 -0.0889 -0.0014 0.0426
H 6.4238 0.0837 1.1269 0.1052 0.1095 -0.0150
H 5.6369 -0.7281 -0.2210 0.0329 -0.0262 -0.1634
H 6.2655 -1.6710 1.1386 0.0479 -0.1266 0.0533
H 2.7117 -1.9626 1.8390 -0.0097 -0.0312 -0.1663
H 4.2438 -2.7862 1.5085 0.1730 -0.0510 0.0504
H 3.3643 -1.9808 0.2029 -0.0863 -0.0504 -0.0576
H 3.7102 4.6562 2.5942 -0.1340 0.0313 0.0761
H 5.2596 5.4927 2.4189 0.1041 0.1655 0.0327
H 5.2064 3.7532 2.7219 0.1053 -0.1199 0.0770
H 2.9542 5.6183 0.4229 -0.1730 0.0535 0.0213
H 3.9122 5.3953 -1.0411 -0.0334 -0.0025 -0.1945
H 4.5165 6.4199 0.2601 0.0791 0.1070 0.0300
H 6.6407 3.4150 0.6015 0.1084 -0.1329 0.0721
H 6.6158 5.1424 0.2368 0.1251 0.1375 0.0350
H 6.0265 3.9676 -0.9484 0.0155 -0.0263 -0.1644
H -3.2754 4.0259 2.4583 -0.1336 0.0755 0.0650
H -5.3744 3.3828 2.2246 -0.0274 0.1149 0.0250
H -4.5241 2.5832 3.5607 0.0160 0.0775 0.1310
H -5.9909 1.8670 2.8900 -0.0605 -0.0746 -0.0297
H -5.2940 2.3764 -0.1078 -0.0707 0.1361 -0.0359
H -5.9968 0.8908 0.5621 -0.1802 -0.0521 0.0747
H -4.4794 0.8261 -0.3471 0.0283 -0.0120 -0.0896
H -3.3064 0.3374 3.1171 0.0448 -0.0050 0.1244
H -3.4202 -0.3641 1.4923 0.0452 0.0251 0.0718
H -4.8642 -0.2704 2.5185 -0.1623 -0.0410 0.0839
C -7.7022 -4.3581 -0.3778 -0.0848 -0.1204 0.0302
C -6.9593 -3.8656 0.6843 -0.0882 -0.0180 0.1012
C -5.7089 -3.3178 0.4590 0.2552 0.2321 0.0077
C -5.1700 -3.2635 -0.8243 0.0180 0.0924 -0.0380
C -5.9325 -3.7491 -1.8819 0.1900 0.1347 -0.2125
C -7.1871 -4.2940 -1.6619 -0.1770 -0.0487 0.0217
As -3.2909 -2.6147 -1.0200 -1.2032 -0.5922 -0.0941
C -3.0565 -3.3603 -2.7873 0.1760 -0.1989 -0.2787
C -3.2521 -2.7087 -3.9897 -0.0851 0.2781 0.1685
C -2.9580 -3.3477 -5.1851 -0.0003 0.0598 -0.1227
C -2.4520 -4.6373 -5.1659 -0.0435 -0.0786 -0.1708
C -2.2506 -5.2989 -3.9653 -0.0016 -0.0458 0.0788
C -2.5442 -4.6652 -2.7649 -0.1262 0.2226 -0.3881
C -2.3067 -5.2031 -1.4305 0.0379 -0.1783 0.5408
C -1.7225 -6.4271 -1.1355 -0.0692 0.0653 -0.0733
C -1.4858 -6.7827 0.1804 -0.0519 -0.1565 0.0776
C -1.8438 -5.9339 1.2149 0.0249 -0.0538 0.0652
C -2.4176 -4.7051 0.9297 -0.0676 0.3689 0.1647
C -2.6446 -4.3362 -0.3826 0.2979 -0.2175 -0.1274
H -8.6734 -4.8047 -0.2000 -0.0153 0.0318 -0.0083
H -7.3602 -3.9189 1.6892 0.0296 0.0433 0.0291
H -5.1259 -2.9177 1.2845 -0.1054 -0.0672 0.0384
H -5.5384 -3.7079 -2.8924 -0.0401 -0.0524 0.0931
H -7.7671 -4.6826 -2.4918 0.0476 0.0364 -0.0218
H -3.6108 -1.6842 -3.9871 0.0046 -0.0318 -0.0694
H -3.0999 -2.8307 -6.1270 0.0032 -0.0112 0.0185
H -2.2034 -5.1283 -6.0999 0.0028 -0.0154 0.0174
H -1.8356 -6.2988 -3.9728 0.0186 -0.0240 0.0403
H -1.4045 -7.0896 -1.9293 0.0024 -0.0179 -0.0561
H -0.9993 -7.7232 0.4048 0.0156 -0.0258 -0.0177
H -1.6463 -6.2124 2.2426 0.0140 -0.0076 0.0037
H -2.6581 -4.0133 1.7366 0.0366 -0.1307 -0.0763
O 0.8609 -4.6677 -0.9570 0.3641 -0.4097 0.2619
C 0.7278 -3.7063 -1.7166 0.0789 -0.4588 -0.4705
O -0.3305 -3.1133 -2.0136 0.2938 -0.5725 -1.4675
C 2.0330 -3.1154 -2.2900 -0.1555 0.1247 0.1570
C 3.2278 -3.8119 -2.1981 0.5067 0.1627 -0.0895
C 4.4330 -3.1622 -2.4919 -1.9692 0.8713 -0.0196
C 4.4534 -1.8048 -2.7918 0.1614 0.1454 -0.0312
C 3.2476 -1.1273 -2.8983 -0.1058 -1.9256 0.4118
C 2.0349 -1.7960 -2.7204 0.2549 0.3642 0.0241
N 3.2563 0.2690 -3.1554 -0.3289 2.5479 -0.5339
O 4.3244 0.7999 -3.4605 -0.4402 -0.4389 0.1920
O 2.1986 0.8929 -3.0667 1.2902 -1.0233 -0.5542
N 5.6569 -3.8673 -2.4464 2.2018 -1.2255 -0.0018
O 5.6460 -5.0708 -2.1746 -0.1441 0.9893 -0.1856
O 6.6983 -3.2543 -2.7046 -0.8397 -0.4477 0.2330
H 3.2320 -4.8443 -1.8884 -0.0912 -0.0439 0.1315
H 5.3919 -1.2895 -2.9304 -0.0779 0.0088 -0.0254
H 1.0980 -1.2785 -2.8905 0.0517 0.0122 0.2210
```
Positions in Å, forces in eV/Å.

Computed properties:
Gap between HOMO and LUMO: 4.56 eV
Total charge: -2

These are the Mulliken partial charges, in e, on atoms 1 to 8:
1. Rb 0.92
2. C -1.66
3. C 2.78
4. C -2.50
5. C -1.77
6. C -0.50
7. C -0.14
8. C 0.81


No. 4
A cluster of 2 separate species, C6H4BrClF3NO3S in total at a distorted geometry. Source: OMol25; level of theory: ωB97M-V with the def2-TZVPD basis set.

Geometry as XYZ:
```
20
Properties=species:S:1:pos:R:3:forces:R:3
Cl -3.4108 -0.6638 -2.4233 1.8798 0.4285 -0.0737
C -1.6878 -0.2713 -2.4133 2.4059 0.5183 0.1095
C -1.0111 0.1455 -1.1780 1.0876 -0.1421 -2.3381
C 0.4235 0.4527 -1.2491 -1.6615 -0.4469 0.4889
N 1.1595 0.3333 -2.4107 -1.7942 -0.4228 -0.1266
Br 2.9921 0.7027 -2.4009 -0.4732 -0.0740 0.0961
C 0.5739 -0.0693 -3.6006 -3.0377 -0.4581 0.2881
C -0.8561 -0.3615 -3.6499 1.0182 0.5085 2.0072
H -1.5358 0.2524 -0.1970 0.6736 -0.1674 -0.9035
H 0.9168 0.7595 -0.2757 -0.4387 -0.3991 -1.1603
H 1.1451 -0.1815 -4.5490 -0.1181 0.2901 1.2519
H -1.3015 -0.6723 -4.6209 0.4273 0.2995 0.9856
C 0.8976 -0.3820 4.1941 0.7121 -0.3917 0.6975
F 1.4585 -1.5321 3.7573 -0.3105 0.3321 -0.1893
F 0.3363 -0.6635 5.3855 -0.1503 0.2082 -0.5381
F 1.9187 0.4650 4.4460 -0.4127 -0.0233 -0.3227
S -0.3205 0.3156 2.9856 -1.6550 0.6371 -0.3044
O -1.3344 -0.7109 2.8289 0.6505 -0.1852 0.0725
O 0.4521 0.5545 1.7692 0.5571 -0.2049 -0.2016
O -0.8162 1.5270 3.6016 0.6396 -0.3067 0.1611
```
Positions in Å, forces in eV/Å.

Computed properties:
Gap between HOMO and LUMO: 6.16 eV
Total charge: 0

These are the natural (NBO) partial charges, in e, on atoms 1 to 8:
1. Cl 0.10
2. C 0.05
3. C -0.22
4. C 0.09
5. N -0.39
6. Br 0.37
7. C 0.05
8. C -0.24